(1)
This record from OMol25 describes a molecular structure, C44H52BrN4O3OsPSe3. The level of theory is wB97M-V/def2-TZVPD.

Values from the calculation:
E_LUMO (alpha / beta): -6.00 / -7.05 eV
expectation value of S²: 6.0376
total charge: +2
E: -12362.178069 hartree
spin multiplicity: 5

```
109
Properties=species:S:1:pos:R:3:forces:R:3:lowdin_spin:R:1
Os 0.4599 0.7211 0.9144 -1.6 0.1 1.0 2.0987
Br 0.4422 -0.4668 -4.9167 -0.3 0.4 1.1 -0.0027
Se 2.6583 -1.4204 4.0196 0.0 0.2 -0.8 0.1188
Se -1.5632 -0.9423 0.0569 -0.4 -0.8 -0.1 0.2628
Se 2.0161 -1.1257 1.6054 1.3 -1.0 1.7 0.1739
P -0.1188 2.9121 1.0397 0.7 2.1 -0.2 0.1316
O 5.8218 1.2128 1.1756 -0.2 -1.6 0.1 0.0001
O 6.6070 -2.7456 2.1571 0.6 1.3 0.2 0.0003
O -0.4457 0.0587 3.6283 0.5 -0.4 1.0 0.0254
N -1.0522 -2.9761 -2.0825 -0.4 1.7 0.2 0.0199
N -2.8907 -1.6967 -2.4335 1.8 -0.8 0.2 0.0225
N 1.2441 0.6280 -0.9075 2.0 0.8 -2.6 0.0546
N -0.8580 0.7589 2.4996 1.6 -1.6 0.1 0.1439
C 0.0324 3.6916 -1.5972 -0.9 -0.3 0.3 0.0081
C 1.9202 3.9217 4.4730 0.6 0.3 0.5 0.0010
C -0.4356 4.5851 3.2412 -0.4 0.4 -0.1 0.0067
C -2.2398 -4.7754 -5.0618 0.8 -1.2 -1.6 0.0051
C -0.2162 5.0467 4.5555 0.6 -1.2 -1.3 0.0033
C 0.3391 4.6107 -2.6035 -0.7 -1.0 -0.5 0.0005
C -5.2698 -2.1395 -1.7448 1.0 0.7 -1.6 0.0010
C 1.8799 5.7308 -1.0689 -1.1 0.3 -1.3 -0.0009
C 6.4230 -1.3237 1.9783 1.0 -0.2 -0.5 0.0005
C 1.1700 0.1527 -3.2473 2.5 0.0 -0.5 -0.0057
C -4.6607 3.1059 0.6455 0.9 0.6 0.1 0.0058
C -2.5302 4.1251 0.3987 1.7 1.7 -0.5 0.0057
C 5.1604 0.7265 2.3382 -1.5 0.2 0.6 0.0005
C -1.8155 -1.9469 -1.5815 -0.6 -0.1 -0.5 0.0415
C -1.8747 3.0711 1.0278 -0.7 -0.3 -0.9 0.0815
C -6.4418 -1.6947 -0.9533 0.6 -0.4 2.1 0.0002
C 1.2483 5.6035 -2.3577 1.4 -0.4 2.0 0.0058
C 0.3933 3.6535 2.6040 0.4 0.8 0.8 0.0347
C -3.2763 -3.9395 -5.3813 -0.9 1.7 0.2 0.0068
C -1.5621 -3.3869 -3.3055 -2.1 0.6 0.2 0.0046
C -3.5793 -2.7944 -4.6212 0.7 -1.2 0.0 0.0020
C 3.2986 0.7871 -2.1726 0.4 0.7 -0.3 0.0074
C 2.2564 -5.2167 -0.0184 0.0 -0.3 0.7 0.0001
C 4.6252 -1.4502 3.6316 -0.7 1.0 2.1 0.0105
C -7.0080 -2.9032 -0.1425 -0.6 0.0 0.2 0.0001
C 1.2895 5.0964 0.0028 0.5 -1.3 0.4 0.0041
C -4.0311 2.0896 1.3387 -0.3 0.8 -0.2 0.0441
C 4.9749 -0.8481 2.3170 1.3 1.8 -1.2 0.0029
C 1.6173 3.4074 3.2216 1.1 -1.1 -0.4 0.0174
C 0.1788 -3.4590 -1.4459 0.3 0.2 1.1 0.0034
C -2.7059 -2.5242 -3.5472 -0.2 -1.8 -0.1 0.0063
C 2.6074 0.2533 -3.2745 -1.0 0.7 0.3 0.0448
C 0.9491 4.6136 5.2053 -0.5 0.6 -1.2 0.0062
C 0.4961 0.4520 -2.0586 1.8 -1.2 0.5 0.0454
C -2.0926 1.1916 2.6037 -1.7 0.3 -0.3 0.2780
C 0.9481 -4.7412 0.6772 1.4 0.0 -1.2 0.0036
C 0.5148 3.9428 -0.3261 -0.5 1.0 1.7 0.0074
C -4.1876 -1.0849 -2.0454 -0.1 0.0 -0.3 0.0054
C -2.6452 2.0543 1.5760 -0.7 -0.5 1.1 0.0451
C -3.8806 4.1923 0.1855 -1.1 -0.1 0.3 0.0582
C -1.3654 -4.5694 -4.0380 1.5 0.9 0.2 0.0035
C -0.1652 -4.5087 -0.3283 0.1 0.3 -0.9 0.0020
C 4.0063 -1.2958 1.2265 -0.6 -1.0 -1.1 0.0152
C 2.6175 0.9431 -0.9933 -2.1 0.1 -0.3 0.0586
H -0.4345 -5.1641 -4.0082 -0.8 0.2 0.5 0.0001
H -3.9596 -0.4117 -1.2475 0.1 0.1 1.0 0.0041
H -0.7688 2.8966 -1.6658 1.2 0.9 -0.5 0.0031
H 0.8901 -3.8561 -2.2488 -1.0 0.7 1.2 0.0003
H 2.9654 -5.4181 0.7850 0.3 0.1 -0.1 0.0000
H -3.8086 -4.1577 -6.2980 -0.3 0.1 0.2 0.0003
H 1.1769 -3.9490 1.4238 -0.4 0.0 -0.9 0.0036
H 0.5464 -0.0238 3.6502 -1.2 0.5 -0.2 0.0017
H 2.4054 2.7775 2.7290 -0.8 0.6 0.3 0.0072
H 7.2481 -0.7423 2.4988 -1.4 -0.5 0.2 0.0001
H -4.4989 -2.2781 -4.8452 0.1 0.5 0.1 -0.0001
H 1.5478 6.2840 -3.1039 0.3 0.5 -0.9 0.0004
H -4.5532 -0.4052 -2.7969 0.2 0.1 -0.8 0.0001
H 0.5787 -2.5725 -0.8873 0.2 -0.6 -0.8 0.0022
H -0.5563 0.2758 -1.9010 0.0 0.3 -0.2 0.0071
H -6.1704 -0.8407 -0.3395 0.1 0.0 0.7 0.0001
H 2.6948 -4.4529 -0.6616 0.0 0.0 -0.1 0.0000
H -1.0633 -4.2257 0.2260 -0.1 0.3 -0.4 0.0009
H -4.3381 5.0975 -0.2378 0.3 -0.6 0.1 0.0033
H -4.7207 1.4142 1.7676 -0.1 -1.1 0.6 0.0027
H -1.8850 5.0039 0.1431 -0.7 -0.8 -0.2 -0.0007
H 4.9013 -2.4850 3.7142 0.2 -0.4 -0.2 0.0007
H 4.3387 1.2130 -2.2755 -1.2 -1.0 0.2 0.0001
H 5.6823 2.1370 1.0318 -0.2 0.8 0.2 0.0000
H -1.2322 5.0173 2.6333 -0.2 -0.3 0.5 0.0000
H -0.3890 -5.4265 -0.8940 0.0 -0.1 0.6 0.0000
H -6.5145 -3.1629 0.8317 0.4 0.5 -1.1 0.0000
H -5.6765 -2.4833 -2.7039 0.4 -0.4 0.1 0.0001
H 6.6463 -1.0671 0.9487 -0.3 0.0 -0.4 0.0000
H 2.9688 3.8721 4.8437 -1.1 -0.4 -0.1 0.0001
H 2.7800 6.3234 -0.9530 -0.5 0.6 0.1 -0.0001
H 4.1895 1.2578 2.5104 0.2 -0.6 -0.5 0.0003
H 3.2121 0.0668 -4.1637 -0.6 -0.1 0.0 0.0024
H 4.1319 -2.3883 1.0279 -0.3 0.7 0.3 0.0034
H 7.5693 -2.7842 2.3161 -0.7 -0.7 -0.1 0.0000
H 1.1065 4.9535 6.1981 0.4 0.1 0.7 0.0003
H -0.9486 5.7140 4.9778 0.1 0.1 0.3 0.0003
H -2.0289 -5.5633 -5.8045 -0.1 0.2 0.7 0.0001
H -6.9388 -3.8212 -0.8127 -0.6 1.1 1.0 0.0000
H -4.7621 -2.9284 -1.2714 0.5 -1.3 0.7 0.0002
H 0.6534 -5.5451 1.2802 -0.6 -1.3 1.0 0.0003
H 3.0277 1.4418 -0.1098 0.0 -0.5 -0.2 0.0121
H 1.4770 5.3991 1.0715 0.1 -0.7 -1.3 0.0001
H -7.1234 -1.2687 -1.6196 -1.6 0.3 -1.0 0.0000
H 4.0261 -0.8136 0.2438 0.8 0.2 0.3 0.0003
H -5.7432 3.1075 0.6243 0.1 0.1 -0.3 -0.0008
H 5.1084 -0.9001 4.4986 -0.6 -0.5 -1.0 0.0023
H -8.0355 -2.6674 0.2404 0.6 -0.5 -0.9 0.0000
H 2.1868 -6.1878 -0.5643 -0.4 0.9 0.2 0.0000
H -0.1206 4.4672 -3.5840 0.2 0.3 0.3 -0.0001
H 5.6911 0.9883 3.2451 0.7 -0.1 0.2 0.0001
H -2.7637 0.9186 3.4467 1.0 -0.1 -0.5 0.0128
```
Positions in Å, forces in eV/Å.

(2)
This record from OMol25 describes a molecular structure, C44H53BBrF9N4O19PS4. The level of theory is wB97M-V/def2-TZVPD.

Values from the calculation:
E_LUMO: -3.67 eV
total charge: +1
E: -8788.420705 hartree

```
136
Properties=species:S:1:pos:R:3:forces:R:3:mulliken_charge:R:1
Br 2.2119 0.5556 5.4848 -1.1 -1.1 0.3 -0.0459
S 3.6538 2.4478 3.9881 0.7 1.4 -0.6 -0.0252
S 0.8874 4.0077 0.9466 0.3 -0.3 -0.1 0.1090
S 7.7314 4.1096 1.6820 0.6 -0.5 0.5 1.3876
S -1.2103 6.0632 0.9441 0.0 0.1 -0.3 -0.1700
P 0.0544 -0.2899 3.5675 -1.5 0.4 1.6 0.5559
F 7.2720 3.4283 3.0532 -0.3 0.1 0.0 -0.2911
F 6.0435 1.7869 -1.1754 0.1 0.3 0.2 -0.3676
F 8.2353 2.2206 -0.0777 -0.8 0.4 0.6 -0.3021
F 8.1900 5.3654 2.5022 0.1 0.0 -0.1 -0.2836
F 9.1599 3.4552 1.8812 -0.1 0.0 0.0 -0.3007
F 6.2962 4.7654 1.5420 -0.2 0.1 -0.1 -0.3025
F 6.0701 3.9529 -0.9607 0.1 -0.3 0.5 -0.3034
F 8.2289 4.7950 0.3621 -0.2 0.1 -0.2 -0.2861
F 6.9308 1.5502 1.5418 -0.1 0.7 -0.5 -0.1613
O -6.8015 -2.9650 -6.1467 0.0 0.0 0.2 -0.4767
O -4.2436 -1.0749 -5.2675 -0.2 -0.2 0.2 -0.7288
O -4.2509 -2.5007 -7.8045 0.2 0.2 0.0 -0.4732
O 0.3046 0.0010 -4.9372 0.0 0.0 0.1 -0.6205
O 1.6731 6.3226 5.3601 -0.1 0.0 0.2 -0.4528
O 0.0363 -0.1343 -2.3012 0.1 0.0 -0.2 -0.4040
O -1.2741 -5.1834 3.1128 0.0 -0.1 -0.1 -0.6895
O -11.6339 -2.0560 -3.7411 0.0 0.0 -0.1 -0.5617
O -0.2443 -1.1885 4.6838 0.4 -0.7 -0.1 -0.7710
O 4.1707 -1.4620 1.4279 0.0 0.4 0.6 -0.8482
O -4.0701 -2.0293 5.1604 -0.1 -0.1 0.0 -0.5549
O -3.2002 -7.0020 3.0293 0.1 0.1 0.0 -0.5558
O -3.0326 -0.1240 -7.9588 -0.1 -0.1 -0.1 -0.6291
O -1.8590 -0.8177 -12.4424 0.0 -0.1 -0.1 -0.5665
O -11.4850 -2.7783 -6.2678 -0.2 0.1 0.1 -0.5996
O -6.9611 -2.3210 -3.5729 0.3 0.1 -0.2 -0.6526
O -3.1322 -3.1173 -12.3134 0.1 0.1 -0.2 -0.6097
O -5.9665 -3.8545 5.1477 0.0 0.2 0.1 -0.6092
O -4.5264 -1.1196 -2.6217 0.1 0.1 -0.4 -0.5887
N 0.2835 5.7349 3.0719 0.4 -0.3 0.1 0.1821
N 1.5635 -2.0429 2.5211 0.1 -0.2 0.5 -0.6187
N 2.6638 -1.9515 -0.3787 0.2 0.3 0.6 -0.5664
N 1.7065 -0.6114 2.8428 -1.2 0.3 -0.3 1.4709
C 3.6662 -1.4588 4.3128 -0.4 -0.3 0.0 -2.3702
C -0.0534 5.3204 1.7717 -0.7 0.3 0.3 -0.2544
C 0.4946 4.6367 4.0019 0.3 0.0 0.4 0.1939
C 1.4029 6.7229 3.0543 -0.2 -0.1 -0.3 -0.5850
C 0.9262 0.2469 0.4758 -0.7 0.8 1.5 -0.5940
C -2.3777 -0.3607 -10.2053 0.0 0.1 0.1 -1.1324
C 3.6745 0.9058 3.0634 0.0 -0.3 -0.7 -0.4850
C -2.5805 -3.5216 4.1382 0.1 0.0 -0.2 -0.8668
C 0.2517 2.4758 1.7213 -0.4 0.6 -0.1 -0.0180
C -3.2369 -0.8350 -4.6240 0.4 0.2 -0.3 1.4571
C -8.0043 -2.7734 -5.6232 0.0 -0.1 -0.3 0.2868
C -3.4796 -5.8248 3.5723 -0.2 -0.1 0.1 0.3596
C -0.8942 -0.2895 -4.4486 -0.1 0.0 -0.2 -0.0621
C 0.9866 5.0929 5.3870 0.4 -0.2 -0.1 -0.6078
C -0.9836 -0.3410 -2.9488 -0.3 0.0 0.3 0.7964
C 5.9541 2.8071 -0.2496 -0.6 -0.8 -0.6 0.8730
C 2.8484 -0.2781 3.7945 1.5 1.6 0.8 0.8489
C -4.9140 -4.2079 4.6569 -0.1 -0.5 -0.1 0.8744
C -3.7470 -2.9168 -10.0462 0.0 -0.1 -0.2 -0.8499
C 3.0684 1.1477 1.6348 -0.3 0.3 1.8 -0.2320
C 7.1729 2.5839 0.6886 1.3 -0.4 -0.6 0.2660
C -10.4170 -2.6717 -5.7004 0.3 -0.1 -0.3 0.9952
C 2.3942 6.4385 4.1587 -0.1 0.4 -0.3 -0.0800
C -4.6822 -5.5227 4.0807 -0.1 0.1 0.1 -1.0302
C 6.0194 -2.2221 4.4872 -0.6 -0.1 0.4 -1.7951
C 2.0428 0.0301 1.5040 1.6 -0.8 -2.4 0.0336
C -9.1313 -2.9018 -6.3357 -0.2 0.0 0.0 -0.9340
C 5.0406 -1.0825 6.4668 0.0 1.2 -0.3 -1.4906
C -0.0944 1.3987 0.6934 0.2 -0.2 0.0 -1.9296
C -3.0190 -0.7914 -8.9795 0.1 0.2 -0.3 1.0940
C -2.3469 -4.8369 3.5819 0.1 0.4 0.1 1.1137
C -10.4340 -2.2708 -4.2487 0.1 0.1 0.3 0.3675
C 5.0354 -1.1100 4.9220 0.8 -1.1 0.2 1.1792
C -9.3044 -2.1466 -3.5353 0.2 0.0 0.1 -1.1178
C 4.6138 2.6811 0.4596 0.2 -0.4 0.1 -1.1679
C 4.0924 1.2206 0.5027 0.5 1.2 0.2 -1.3483
C -3.1251 -2.4755 -11.2818 -0.2 -0.3 0.3 1.0305
C -3.7832 -3.2125 4.6425 0.2 0.1 0.0 0.0045
C -2.2621 -0.6277 -2.3435 0.2 0.0 0.0 -0.8386
C -2.4214 -1.1454 -11.2916 0.1 0.3 0.1 0.3076
C -1.9574 -0.5260 -5.2280 0.0 -0.1 0.0 -0.7414
C -3.7028 -2.1361 -8.9572 -0.1 -0.3 0.0 0.3485
C -8.0272 -2.3985 -4.1654 -0.3 0.1 0.3 1.1198
C -3.3375 -0.8598 -3.1179 -0.1 0.1 0.3 0.0879
B 2.9919 -1.1700 0.8221 -0.5 -1.0 -0.2 0.3407
H 3.0098 5.5595 3.9430 0.0 -0.2 0.1 -0.1287
H -9.3056 -1.8629 -2.4926 0.0 0.0 0.0 0.4419
H -0.8881 -0.5034 2.5474 0.7 0.1 -0.6 0.1239
H 5.4696 -0.1812 4.5684 -0.4 0.3 -0.2 -0.0191
H -5.0014 -2.0806 5.4527 -0.1 0.0 0.0 0.3727
H 1.0050 7.7211 3.2063 -0.2 0.1 0.0 0.2831
H 0.3639 -0.6775 0.3890 0.0 -0.2 -0.5 0.7059
H 3.8858 3.3069 -0.0447 0.0 0.3 0.0 0.6130
H 4.9325 2.6080 4.3639 0.1 -0.4 -0.2 0.3073
H 0.9637 2.1744 2.4810 0.0 -0.2 0.1 -0.5692
H -6.1551 -2.8071 -5.4354 0.1 0.0 0.0 0.2619
H -9.1278 -3.1723 -7.3819 0.0 0.0 0.0 0.4598
H 2.6965 2.1647 1.7218 -0.7 -0.1 -0.4 0.1722
H -0.0940 1.0435 3.9455 0.5 0.2 -0.5 -0.0557
H 5.9122 -1.5870 6.8639 0.0 -0.3 0.1 0.4425
H 4.7104 0.6465 2.8861 0.1 -0.5 0.4 0.5634
H 5.8769 -2.5253 3.4550 0.3 0.2 -0.2 0.3187
H -0.4362 4.0950 4.1588 -0.2 -0.1 -0.2 0.4444
H 1.8802 6.6925 2.0756 0.2 0.1 -0.1 0.4015
H 3.0762 -1.9242 5.1003 -0.1 -0.1 0.1 0.8410
H -4.1074 -1.7904 -7.1449 -0.1 0.1 0.0 0.2809
H 0.1915 5.1450 6.1207 -0.2 0.3 0.0 0.3443
H -12.2701 -2.2173 -4.4648 -0.1 0.0 0.0 0.3655
H 4.7352 3.0121 1.4861 -0.1 0.3 0.0 0.3068
H -4.2342 -3.8813 -10.0461 0.0 0.0 0.0 0.4612
H 4.4494 -2.3423 1.1635 0.3 -0.1 -0.4 0.3099
H 5.1322 -0.0475 6.7938 -0.1 0.1 0.2 0.3495
H -0.6486 2.7675 2.2515 -0.2 0.1 0.0 0.8213
H -5.1397 -1.2447 -3.3772 -0.2 -0.2 0.2 0.2056
H 1.4246 0.4330 -0.4619 0.2 -0.3 -0.2 0.4293
H 0.8925 0.1249 -4.1722 0.1 0.0 0.0 0.3118
H 1.5515 -2.5694 3.3962 0.2 0.1 0.1 0.3233
H -2.2690 -6.9623 2.7457 0.1 0.0 0.0 0.3636
H 0.6192 -2.1792 2.1603 0.0 0.1 -0.3 0.1646
H 2.6944 -1.4162 -1.2358 -0.1 -0.2 -0.2 0.3011
H -1.9126 -0.5001 -6.3073 0.1 0.1 0.1 0.5611
H 1.2403 3.9302 3.6265 0.0 -0.1 -0.2 -0.5253
H -2.0429 -1.5552 -13.0556 0.0 0.0 -0.1 0.3663
H 4.9495 0.5847 0.6704 -0.2 -0.4 -0.1 0.7185
H 3.7845 -2.2319 3.5640 0.1 0.2 -0.4 0.7657
H 1.7815 -2.4368 -0.3072 -0.2 0.1 -0.3 0.2492
H -0.2631 1.8799 -0.2644 0.0 0.1 -0.1 0.6668
H -1.8780 0.5976 -10.2024 0.0 0.0 0.0 0.4519
H 3.6388 1.0406 -0.4680 -0.1 -0.4 -0.1 0.5445
H -5.5042 -6.2242 4.0813 0.0 0.0 0.0 0.4259
H 4.1163 -1.4471 6.8994 0.0 -0.4 0.1 0.2841
H -1.7596 -2.8195 4.1233 0.0 0.0 0.2 0.8836
H 5.8089 -3.0938 5.1055 0.1 -0.2 0.0 0.4739
H 1.6908 4.3256 5.7312 0.0 -0.2 0.1 0.2640
H 3.0556 7.2939 4.2508 0.1 0.1 0.1 0.4352
H -1.0628 0.9781 0.9561 -0.1 -0.1 0.1 0.3969
H -2.3183 -0.6449 -1.2642 -0.1 0.0 0.0 0.5464
H 7.0431 -1.9310 4.6913 0.2 0.0 -0.1 0.4363
```
Positions in Å, forces in eV/Å.